1.
A structure of composition C22H34N2O6P2Re in a non-equilibrium geometry, computed with the ωB97M-V functional and the def2-TZVPD basis.

Values from the calculation:
HOMO level (alpha / beta), eV: -14.74 / -14.81
Frontier orbital gap (alpha / beta), eV: 6.8 / 5.5
Electronic energy, eV: -59309.577
Relative energy (zero: lowest compared OMol25 entry of this formula, charge and spin), kcal per mole: 35.01
Molecular weight, Da: 670.7
Spin multiplicity: 4
Net charge: +2

The geometry in XYZ format:
```
67
C22H34N2O6P2Re | the Open Molecules 2025 dataset | the ωB97M-V functional and the def2-TZVPD basis
P 0.08 -2.41 -2.60
P -0.07 1.18 -3.40
C -0.37 -1.49 -4.21
C 0.36 -0.18 -4.56
H -1.46 -1.31 -4.20
H -0.17 -2.21 -5.01
H 1.46 -0.28 -4.56
H 0.04 0.19 -5.55
C -1.57 1.97 -4.14
H -1.96 2.73 -3.45
H -2.32 1.19 -4.32
H -1.29 2.46 -5.09
C 1.10 2.53 -3.81
H 0.83 3.00 -4.77
H 2.09 2.07 -3.88
H 1.06 3.29 -3.02
C -1.21 -3.65 -2.87
H -1.32 -4.22 -1.95
H -0.89 -4.25 -3.73
H -2.14 -3.15 -3.16
C 1.65 -3.10 -3.32
H 2.32 -2.25 -3.49
H 1.42 -3.57 -4.30
H 2.15 -3.85 -2.69
Re 0.06 -1.49 0.33
C 0.77 3.48 0.11
C -0.57 3.44 -0.19
C -1.52 2.22 -0.05
C -1.77 0.94 -0.93
C -0.87 -0.24 -1.04
C 0.70 -0.05 -0.97
C 1.25 1.37 -0.94
C 1.55 2.19 0.35
C 0.60 -3.46 0.08
H 1.39 4.38 0.02
H -1.11 4.38 -0.32
H -2.45 2.77 -0.34
H -1.62 1.91 1.01
H -2.70 0.51 -0.49
H -2.10 1.22 -1.95
H -1.31 -0.90 -1.84
H 1.26 -0.69 -1.71
H 0.52 2.01 -1.51
H 2.16 1.38 -1.53
H 1.24 1.61 1.24
H 2.62 2.43 0.40
H 1.40 -3.58 0.85
H 0.94 -3.84 -0.92
H -0.21 -4.15 0.42
O 1.15 -1.38 2.31
C 0.05 -1.12 2.91
O -1.02 -1.15 2.18
C 0.00 -0.72 4.35
C 1.13 -0.83 5.19
C 1.10 -0.29 6.50
C -0.04 0.32 7.03
C -1.15 0.45 6.20
C -1.16 -0.10 4.90
N -2.30 1.17 6.70
O -2.26 1.59 7.88
O -3.29 1.32 5.97
N 2.28 -0.37 7.33
O 3.30 -0.91 6.87
O 2.23 0.09 8.50
H 2.04 -1.32 4.86
H -0.01 0.78 8.03
H -2.05 -0.03 4.28
```

***

2.
An isolated molecule of C22H18F4N2O4 in a non-equilibrium geometry, computed with the ωB97M-V functional and the def2-TZVPD basis.

Values from the calculation:
HOMO level, eV: -8.44
Frontier orbital gap, eV: 8.0
Electronic energy, eV: -45143.534
Relative energy (zero: lowest compared OMol25 entry of this formula, charge and spin), kcal per mole: 0.00
Molecular weight, Da: 450.4
SMILES: CC(=O)c1ccc([C@@H](Cc2cc[n+]([O-])cc2)c2ccc(OC(F)F)c(OC(F)F)c2)cn1

The geometry in XYZ format:
```
50
C22H18F4N2O4 | the Open Molecules 2025 dataset | the ωB97M-V functional and the def2-TZVPD basis
O -6.87 1.22 -0.60
O 4.05 -4.92 0.60
F 2.51 5.05 2.58
F 4.34 4.25 1.65
F 4.90 2.60 -1.08
F 4.36 0.47 -0.87
N -3.36 1.27 -1.45
O 2.88 2.71 2.39
O 2.81 2.14 -0.52
C -5.81 1.54 -1.16
C -2.17 0.70 -1.14
C -4.52 0.88 -0.85
C -4.46 -0.17 0.08
C 1.29 0.96 2.64
C -3.28 -0.80 0.40
C 0.41 0.07 2.12
C 1.04 0.71 -0.09
C 2.20 -2.29 -0.74
C 0.71 -4.05 -0.10
C 2.07 1.80 1.78
C 1.97 1.61 0.39
C 0.90 -2.77 -0.58
C -2.07 -0.37 -0.19
C 0.25 -0.07 0.72
C 3.30 -3.06 -0.32
C 1.85 -4.80 0.32
N 3.09 -4.24 0.21
C 3.01 4.02 1.76
C 4.18 1.72 -0.34
C -5.98 2.55 -2.33
C -0.27 -1.92 -1.03
C -0.75 -1.07 0.15
H -1.28 1.10 -1.58
H -5.40 -0.52 0.51
H 1.43 1.08 3.70
H -3.31 -1.66 1.09
H -0.26 -0.54 2.75
H 0.93 0.58 -1.15
H 2.46 -1.30 -1.21
H -0.27 -4.50 -0.05
H 4.34 -2.71 -0.45
H 1.76 -5.84 0.69
H 2.58 4.09 0.74
H 4.54 1.74 0.71
H -7.01 2.94 -2.30
H -5.83 2.03 -3.30
H -5.26 3.39 -2.20
H 0.05 -1.28 -1.89
H -1.09 -2.56 -1.41
H -0.96 -1.78 0.94
```

***

3.
A structure of composition C65H80IInN13O3P2S2 in a non-equilibrium geometry, computed with the ωB97M-V functional and the def2-TZVPD basis.

Values from the calculation:
HOMO level, eV: -4.59
Frontier orbital gap, eV: 6.4
Electronic energy, eV: -147738.505
Relative energy (zero: lowest compared OMol25 entry of this formula, charge and spin), kcal per mole: 0.00
Molecular weight, Da: 1459.2
Net charge: -1

The geometry in XYZ format:
```
167
C65H80IInN13O3P2S2 | the Open Molecules 2025 dataset | the ωB97M-V functional and the def2-TZVPD basis
C 5.98 -0.20 5.89
C 6.13 1.04 5.07
O 6.16 2.14 5.55
N 6.30 0.82 3.66
C 5.07 1.11 2.87
C 4.56 -0.12 2.11
C 3.79 -1.13 2.99
C 2.49 -1.62 2.32
In 0.54 -1.21 3.23
C -0.95 -1.10 1.61
C -0.97 0.14 0.72
C 0.41 0.64 0.28
C 0.47 2.15 -0.09
C 1.46 2.99 0.74
C 0.99 4.42 1.05
C 1.33 4.95 2.44
S 0.26 6.33 2.95
C -0.99 5.62 3.90
N -2.27 5.59 3.64
N -2.89 4.98 4.70
C -1.94 4.67 5.53
O -0.73 5.04 5.13
P -0.04 -3.30 4.63
S 1.55 -4.35 5.23
P 0.22 0.79 4.77
O -0.04 2.01 3.65
I 2.40 1.44 5.77
H 5.69 0.07 6.91
H 5.24 -0.86 5.45
H 6.93 -0.73 5.92
H 7.00 1.50 3.39
H 4.25 1.45 3.50
H 5.26 1.92 2.16
H 5.39 -0.61 1.61
H 3.91 0.26 1.31
H 4.44 -2.00 3.11
H 3.65 -0.72 3.99
H 2.54 -2.71 2.22
H 2.44 -1.25 1.29
H -1.94 -1.23 2.05
H -0.76 -2.00 1.01
H -1.52 -0.14 -0.18
H -1.54 0.97 1.15
H 1.15 0.47 1.06
H 0.71 0.12 -0.63
H 0.81 2.21 -1.13
H -0.51 2.61 -0.05
H 2.39 3.09 0.17
H 1.74 2.47 1.67
H 1.48 5.08 0.33
H -0.08 4.53 0.88
H 2.33 5.39 2.45
H 1.33 4.17 3.20
H -2.08 4.16 6.47
H -0.96 -4.09 3.92
H -0.79 -2.94 5.77
H 0.07 1.65 2.76
N -0.97 -8.23 0.84
C -1.75 -7.53 1.66
C -1.29 -6.85 2.77
C 0.07 -6.88 3.06
C 0.89 -7.61 2.21
C 0.33 -8.26 1.13
H -2.81 -7.52 1.41
H -1.97 -6.29 3.40
H 0.49 -6.34 3.91
H 1.96 -7.66 2.39
H 0.95 -8.83 0.44
N -4.01 1.59 0.59
C -4.86 1.87 -0.39
C -6.23 2.03 -0.20
C -6.73 1.88 1.08
C -5.86 1.58 2.12
C -4.51 1.45 1.82
H -4.43 1.97 -1.38
H -6.87 2.26 -1.03
H -7.79 2.00 1.28
H -6.21 1.46 3.13
H -3.79 1.23 2.60
N -2.62 -0.72 -2.16
C -2.06 -0.61 -3.36
C -2.58 -1.21 -4.50
C -3.73 -1.97 -4.38
C -4.32 -2.08 -3.13
C -3.74 -1.43 -2.05
H -1.15 -0.03 -3.40
H -2.08 -1.08 -5.46
H -4.16 -2.47 -5.24
H -5.21 -2.68 -2.98
H -4.16 -1.50 -1.06
N -4.81 -4.53 -0.62
C -3.59 -4.97 -0.90
C -3.26 -6.32 -0.96
C -4.25 -7.25 -0.72
C -5.53 -6.81 -0.42
C -5.76 -5.44 -0.39
H -2.84 -4.21 -1.07
H -2.24 -6.62 -1.19
H -4.03 -8.31 -0.75
H -6.33 -7.50 -0.22
H -6.74 -5.05 -0.15
N -0.70 3.48 -3.82
C -1.79 2.77 -3.55
C -2.97 2.88 -4.27
C -3.02 3.78 -5.32
C -1.89 4.52 -5.61
C -0.76 4.33 -4.83
H -1.72 2.09 -2.71
H -3.83 2.28 -4.00
H -3.92 3.90 -5.90
H -1.88 5.23 -6.43
H 0.15 4.89 -5.03
N -7.35 6.58 3.40
C -6.04 6.49 3.64
C -5.18 7.57 3.63
C -5.70 8.83 3.37
C -7.06 8.94 3.12
C -7.84 7.79 3.15
H -5.66 5.49 3.84
H -4.13 7.42 3.83
H -5.06 9.70 3.35
H -7.51 9.90 2.90
H -8.90 7.85 2.96
N 6.96 -2.20 0.24
C 6.51 -2.58 -0.95
C 7.28 -3.28 -1.88
C 8.59 -3.59 -1.54
C 9.07 -3.19 -0.30
C 8.22 -2.51 0.55
H 5.48 -2.32 -1.17
H 6.86 -3.56 -2.83
H 9.22 -4.12 -2.24
H 10.08 -3.41 0.00
H 8.55 -2.18 1.53
N 5.40 3.63 -0.66
C 5.91 4.78 -1.08
C 7.15 4.89 -1.69
C 7.89 3.74 -1.89
C 7.37 2.53 -1.46
C 6.12 2.53 -0.85
H 5.30 5.66 -0.90
H 7.52 5.86 -2.01
H 8.86 3.78 -2.36
H 7.91 1.60 -1.59
H 5.67 1.60 -0.50
N 0.72 -4.58 -0.87
C 1.23 -3.43 -1.29
C 2.50 -3.30 -1.84
C 3.28 -4.44 -1.95
C 2.77 -5.65 -1.51
C 1.49 -5.66 -0.98
H 0.59 -2.56 -1.17
H 2.86 -2.33 -2.16
H 4.28 -4.38 -2.37
H 3.35 -6.56 -1.57
H 1.05 -6.59 -0.62
N -2.47 -0.01 -7.81
C -3.68 0.54 -7.73
C -4.77 0.11 -8.48
C -4.59 -0.94 -9.36
C -3.34 -1.53 -9.45
C -2.32 -1.03 -8.66
H -3.78 1.36 -7.03
H -5.73 0.59 -8.37
H -5.41 -1.31 -9.96
H -3.15 -2.36 -10.12
H -1.32 -1.46 -8.69
```

***

4.
A cluster of 7 separate species, C14H28Cl14 in total, computed with the ωB97M-V functional and the def2-TZVPD basis.

Values from the calculation:
HOMO level, eV: -10.57
Frontier orbital gap, eV: 10.8
Electronic energy, eV: -190287.720
Relative energy (zero: lowest compared OMol25 entry of this formula, charge and spin), kcal per mole: 11.60
Molecular weight, Da: 692.7
SMILES: ClCCCl.ClCCCl.ClCCCl.ClCCCl.ClCCCl.ClCCCl.ClCCCl

The geometry in XYZ format:
```
56
C14H28Cl14 | the Open Molecules 2025 dataset | the ωB97M-V functional and the def2-TZVPD basis
Cl -0.89 -1.54 0.72
C -0.01 -0.32 -0.24
C 1.46 -0.65 -0.41
Cl 2.41 -0.07 0.98
H -0.16 0.66 0.20
H -0.46 -0.26 -1.23
H 1.86 -0.23 -1.33
H 1.64 -1.72 -0.48
Cl -2.14 -4.69 1.79
C -3.38 -3.49 2.12
C -4.73 -4.12 2.40
Cl -5.48 -4.76 0.94
H -3.44 -2.78 1.29
H -3.05 -2.97 3.02
H -5.39 -3.38 2.83
H -4.57 -4.94 3.10
Cl 6.36 -0.47 2.03
C 5.48 0.88 2.73
C 6.18 2.21 2.47
Cl 7.65 2.36 3.43
H 5.35 0.66 3.78
H 4.49 0.91 2.26
H 5.50 3.01 2.74
H 6.46 2.34 1.43
Cl 4.53 -3.04 4.44
C 3.47 -2.80 3.04
C 2.85 -4.12 2.60
Cl 2.05 -3.94 1.02
H 4.08 -2.39 2.24
H 2.65 -2.14 3.31
H 2.09 -4.48 3.28
H 3.68 -4.80 2.43
Cl 0.35 3.31 -5.81
C 0.88 4.02 -4.26
C 0.95 2.96 -3.18
Cl 2.24 1.77 -3.57
H 0.21 4.83 -3.96
H 1.85 4.47 -4.44
H 0.01 2.42 -3.10
H 1.24 3.35 -2.21
Cl -3.98 1.25 -6.67
C -2.68 0.61 -5.68
C -2.80 1.01 -4.23
Cl -2.71 2.80 -4.02
H -1.72 0.95 -6.05
H -2.75 -0.48 -5.72
H -1.97 0.64 -3.62
H -3.72 0.69 -3.74
Cl -4.10 0.37 2.68
C -4.60 1.86 1.82
C -3.47 2.52 1.05
Cl -2.92 1.49 -0.29
H -4.93 2.51 2.63
H -5.38 1.60 1.11
H -2.65 2.72 1.73
H -3.89 3.41 0.58
```

***

5.
A structure of composition C23H20N5O7PtS, computed with the ωB97M-V functional and the def2-TZVPD basis.

Values from the calculation:
HOMO level (alpha / beta), eV: -10.03 / -10.02
Frontier orbital gap (alpha / beta), eV: 6.5 / 4.1
Electronic energy, eV: -60030.583
Molecular weight, Da: 705.6
Spin multiplicity: 5
Net charge: +1

The geometry in XYZ format:
```
57
C23H20N5O7PtS | the Open Molecules 2025 dataset | the ωB97M-V functional and the def2-TZVPD basis
Pt -0.03 -0.77 -0.13
O 2.77 -3.06 3.98
C 3.09 -1.76 4.08
C 4.15 -1.44 4.92
C 4.51 -0.13 5.13
C 3.83 0.92 4.49
C 2.82 0.62 3.62
C 2.43 -0.72 3.39
C 1.40 -0.95 2.39
O 1.05 -0.01 1.61
N 0.83 -2.21 2.34
N -0.12 -2.27 1.45
C -0.79 -3.41 1.32
C -1.98 -3.52 0.61
C -2.61 -4.80 0.53
C -3.80 -4.96 -0.09
C -4.47 -3.82 -0.65
C -3.92 -2.58 -0.59
C -2.65 -2.36 0.03
O -2.19 -1.17 0.06
H 1.97 -3.15 3.44
H 4.66 -2.25 5.42
H 5.33 0.10 5.80
H 4.11 1.95 4.67
H 2.29 1.40 3.09
H -0.41 -4.29 1.85
H -2.11 -5.65 0.98
H -4.25 -5.94 -0.16
H -5.43 -3.96 -1.12
H -4.43 -1.71 -1.00
N -0.58 -1.71 -2.29
N 0.52 -2.07 -3.05
C 1.74 -1.77 -2.61
N 2.74 -1.81 -3.49
S 2.12 -1.41 -0.98
H -1.32 -2.40 -2.41
H -0.85 -0.77 -2.59
H 0.38 -2.10 -4.05
H 2.59 -1.99 -4.47
H 3.68 -1.64 -3.17
O -0.04 1.03 -2.90
C -0.35 1.70 -1.90
O -0.47 1.22 -0.69
C -0.58 3.16 -2.03
C -0.04 3.82 -3.11
C -0.23 5.20 -3.28
C -0.99 5.84 -2.33
O -1.32 7.16 -2.28
C -2.13 7.33 -1.10
O -2.23 6.05 -0.46
C -1.53 5.17 -1.25
C -1.34 3.84 -1.05
H 0.53 3.26 -3.83
H 0.19 5.74 -4.11
H -3.13 7.67 -1.39
H -1.66 8.04 -0.44
H -1.74 3.32 -0.19
```

***

6.
A cluster of 2 separate species, C5H10O2 in total in a non-equilibrium geometry, computed with the ωB97M-V functional and the def2-TZVPD basis.

Values from the calculation:
HOMO level, eV: -9.49
Frontier orbital gap, eV: 10.5
Electronic energy, eV: -9438.231
Relative energy (zero: lowest compared OMol25 entry of this formula, charge and spin), kcal per mole: 110.96
Molecular weight, Da: 102.1
SMILES: C1O[C@H]2C[C@@H]12.CO

The geometry in XYZ format:
```
17
C5H10O2 | the Open Molecules 2025 dataset | the ωB97M-V functional and the def2-TZVPD basis
C 2.26 0.52 -0.92
O 1.69 1.16 0.19
C -0.10 -0.35 0.66
C -1.15 -0.64 1.63
C -1.32 -1.01 0.16
C -1.66 0.20 -0.65
O -0.66 0.97 0.04
H 1.54 0.25 -1.71
H 2.76 -0.41 -0.60
H 3.01 1.19 -1.34
H 0.90 -0.80 0.73
H -0.96 -1.45 2.33
H -1.64 0.25 2.02
H -1.37 -2.03 -0.19
H -1.41 0.11 -1.71
H -2.68 0.60 -0.55
H 0.79 1.44 -0.09
```

***

7.
An isolated molecule of C5H10O, computed with the ωB97M-V functional and the def2-TZVPD basis.

Values from the calculation:
HOMO level, eV: -9.48
Frontier orbital gap, eV: 10.6
Electronic energy, eV: -7392.182
Relative energy (zero: lowest compared OMol25 entry of this formula, charge and spin), kcal per mole: 59.57
Molecular weight, Da: 86.1
SMILES: COCC1CC1

The geometry in XYZ format:
```
16
C5H10O | the Open Molecules 2025 dataset | the ωB97M-V functional and the def2-TZVPD basis
C -1.40 1.39 0.08
O -1.61 0.37 1.03
C -0.62 -0.68 1.13
C 0.18 -0.92 -0.14
C 1.67 -0.90 -0.28
C 0.95 0.22 -0.92
H -0.63 1.07 -0.59
H -2.28 1.54 -0.55
H -1.06 2.34 0.52
H 0.05 -0.49 1.99
H -1.23 -1.56 1.40
H -0.33 -1.62 -0.81
H 2.15 -1.61 -0.94
H 2.23 -0.60 0.60
H 1.17 1.22 -0.53
H 0.78 0.25 -1.99
```

***

8.
An isolated molecule of C3H7N3 in a non-equilibrium geometry, computed with the ωB97M-V functional and the def2-TZVPD basis.

Values from the calculation:
HOMO level, eV: -8.63
Frontier orbital gap, eV: 9.5
Electronic energy, eV: -7694.213
Relative energy (zero: lowest compared OMol25 entry of this formula, charge and spin), kcal per mole: 10.76
Molecular weight, Da: 85.1
SMILES: [H]/N=C(/N)NC=C

The geometry in XYZ format:
```
13
C3H7N3 | the Open Molecules 2025 dataset | the ωB97M-V functional and the def2-TZVPD basis
C 1.14 -0.06 -0.02
C -1.32 -0.63 0.15
C -1.93 0.41 -0.46
H 0.46 1.62 1.03
H 1.88 1.73 0.14
H 2.32 -1.48 -0.58
H 0.37 -1.82 0.25
H -1.93 -1.41 0.67
H -3.00 0.53 -0.31
H -1.31 1.18 -0.95
N 0.95 1.31 0.21
N 2.30 -0.50 -0.38
N 0.07 -0.87 0.26
```

***

9.
The ion C3H10N3 with charge +1 in a non-equilibrium geometry, computed with the ωB97M-V functional and the def2-TZVPD basis.

Values from the calculation:
HOMO level, eV: -12.77
Frontier orbital gap, eV: 8.9
Electronic energy, eV: -7733.601
Relative energy (zero: lowest compared OMol25 entry of this formula, charge and spin), kcal per mole: 107.54
Molecular weight, Da: 88.1
Net charge: +1
SMILES: NN1CC([NH3+])C1

The geometry in XYZ format:
```
16
C3H10N3 | the Open Molecules 2025 dataset | the ωB97M-V functional and the def2-TZVPD basis
C 0.23 1.10 -0.49
C 0.28 -1.09 -0.12
C -0.80 -0.14 -0.59
N 1.32 0.01 -0.34
N 2.29 0.06 0.58
N -1.94 -0.12 0.35
H 0.20 1.51 -1.40
H 0.12 1.87 0.34
H 0.28 -1.40 1.03
H 0.46 -1.94 -0.76
H -1.13 -0.38 -1.60
H 2.21 0.78 1.25
H 3.19 0.35 0.05
H -2.54 -0.86 0.20
H -2.53 0.68 0.21
H -1.64 -0.44 1.29
```